{
  "formula": "C42H53BiGe2N3O4STe2",
  "method": "wB97M-V/def2-TZVPD",
  "total_energy_ha": -7399.49609,
  "max_force_ev_per_a": 2.60,
  "gap_ev": [7.62, 4.74],
  "s2": 0.76,
  "molar_mass_g_mol": 1305.37,
  "charge": 2,
  "spin_multiplicity": 2,
  "symbols": ["H", "C", "C", "H", "H", "H", "O", "H", "C", "H", "H", "H", "H", "H", "H", "H", "C", "C", "C", "Te", "C", "H", "O", "H", "C", "H", "H", "C", "H", "H", "Ge", "O", "S", "C", "H", "H", "C", "H", "H", "H", "H", "O", "C", "C", "Ge", "H", "C", "H", "C", "H", "H", "H", "N", "C", "N", "H", "H", "C", "C", "C", "H", "H", "H", "C", "H", "C", "C", "H", "H", "H", "C", "H", "H", "C", "H", "H", "Bi", "C", "H", "H", "N", "C", "C", "H", "C", "H", "H", "H", "C", "C", "C", "C", "H", "Te", "C", "C", "H", "C", "C", "H", "C", "C", "H", "H", "C", "C", "C", "C"],
  "xyz": [[4.335, -1.626, 3.602], [-3.709, 2.003, -0.392], [-0.688, -5.442, 3.112], [-2.990, 3.596, 1.615], [2.701, 2.842, -5.761], [3.038, -0.758, 6.211], [1.251, -1.097, -0.497], [-0.949, -4.416, -1.353], [-3.903, -2.846, 0.343], [-4.102, -2.277, -5.807], [-1.346, 1.660, -4.743], [-3.275, -0.660, 3.238], [3.448, 2.082, -0.384], [-4.627, 1.459, -0.611], [-3.972, 3.032, -0.158], [3.352, -1.910, 2.168], [0.693, -3.488, 3.002], [0.110, 3.424, 0.198], [-3.783, -0.192, -6.165], [-2.256, -2.087, -0.865], [-1.685, -3.255, 3.067], [-2.570, -2.638, 3.100], [1.795, 0.603, 0.757], [2.031, -2.105, 5.683], [-1.498, 0.110, 4.171], [-2.290, -2.481, -4.172], [4.900, -1.338, -3.648], [3.670, -0.939, -1.922], [-0.812, 4.238, -1.575], [3.298, -1.946, -1.802], [2.217, -0.257, 3.861], [5.782, 2.280, -4.488], [-3.081, 1.266, 1.172], [3.027, -0.509, -5.935], [-1.929, 3.959, -0.247], [-3.022, 2.631, 3.087], [1.368, 0.102, -4.307], [-1.502, 1.969, 7.015], [1.908, -1.916, -4.775], [-3.198, 2.617, -2.360], [3.584, -1.275, -6.449], [6.163, 0.209, -4.928], [1.594, 1.442, -4.580], [-1.041, 2.932, 2.361], [-0.131, -0.692, 2.936], [-0.814, 2.007, -2.097], [-2.869, -0.109, 4.078], [0.364, 4.424, 0.569], [0.570, -4.865, 3.047], [-1.300, -4.297, 0.385], [1.453, -5.487, 3.034], [-3.539, -3.600, 1.030], [5.708, 1.097, -4.251], [3.752, 1.347, -1.114], [-0.160, 2.496, 1.290], [0.967, 3.024, -0.349], [1.680, -3.043, 2.998], [-1.888, 1.376, 6.201], [-3.000, 0.912, -5.870], [-1.071, 3.543, -0.769], [-4.643, -3.283, -0.320], [-3.189, 1.855, -6.362], [-2.794, -5.079, 3.224], [-1.713, -0.411, -4.324], [-3.912, 1.452, 6.891], [4.597, 1.691, -2.149], [-0.427, -2.659, 2.998], [-4.589, -0.109, -6.878], [-0.778, 2.351, 3.248], [1.044, 2.213, -4.056], [-1.031, 0.881, 5.235], [-4.364, -2.034, 0.895], [3.521, 1.804, 4.511], [3.688, -1.152, 2.867], [-2.811, 0.923, -2.032], [-0.891, 3.994, 2.593], [-0.656, 0.106, 0.416], [4.950, 0.714, -3.072], [0.028, 1.088, 5.315], [-0.790, -6.515, 3.158], [-1.398, 2.222, -1.286], [-2.492, -1.519, -4.630], [3.246, 0.047, -1.035], [2.762, 2.104, 2.956], [4.543, -0.607, -2.938], [-4.790, 0.165, 4.980], [0.735, 2.220, 1.682], [3.980, 1.113, -6.954], [3.246, 0.829, -6.217], [2.116, -1.022, 5.700], [-3.516, -1.407, -5.554], [2.089, -0.870, -4.984], [1.282, -0.630, 6.273], [-0.104, -0.633, -2.909], [-1.814, -4.632, 3.141], [-2.784, 1.933, -1.603], [1.827, 2.268, 4.454], [-1.968, 0.800, -4.954], [-0.946, -3.757, -0.489], [4.973, 2.694, -2.272], [2.528, 1.801, -5.540], [-2.540, 2.745, 2.117], [0.058, -3.382, -0.320], [4.265, -0.418, 2.316], [-3.731, 0.369, 5.051], [2.597, 1.694, 3.947], [2.083, -0.191, -0.165], [-3.243, 1.102, 6.121]]
}